{
  "formula": "C18H19N5O3S2",
  "method": "wB97M-V/def2-TZVPD",
  "species": ["C", "C", "C", "H", "H", "C", "C", "N", "N", "C", "N", "C", "O", "C", "H", "H", "S", "C", "N", "C", "C", "C", "O", "N", "H", "C", "C", "C", "C", "C", "C", "H", "H", "H", "H", "H", "O", "H", "H", "S", "H", "H", "H", "H", "H", "H", "H"],
  "positions_angstrom": [[0.0125, -1.1138, -5.0350], [0.1212, -0.2384, -3.7918], [-1.2352, 0.1527, -3.2048], [-1.0776, 0.8755, -2.4027], [-1.8336, 0.6325, -3.9817], [-2.0366, -1.0243, -2.6460], [-1.4192, -1.6277, -1.4412], [-0.3671, -1.2022, -0.8699], [-0.0363, -1.9074, 0.2291], [-0.8260, -2.9738, 0.5714], [-0.5825, -3.7012, 1.5624], [2.5380, -0.3480, -0.5951], [2.8699, 0.6306, -1.2326], [3.0498, -1.7397, -0.8748], [2.6538, -2.0957, -1.8286], [4.1377, -1.7372, -0.9272], [2.5056, -2.8154, 0.4806], [1.1940, -1.5841, 0.9480], [1.6723, -0.3264, 0.4558], [1.0720, 0.8419, 0.9773], [0.4203, 0.7859, 2.1648], [0.3949, -0.4524, 2.9527], [-0.0435, -0.5587, 4.0722], [1.0069, -1.5454, 2.3398], [0.8322, -2.4446, 2.7782], [-0.2420, 1.9719, 2.7414], [0.3867, 3.2134, 2.7546], [-0.2447, 4.3097, 3.3114], [-1.5085, 4.1823, 3.8627], [-2.1380, 2.9493, 3.8564], [-1.5108, 1.8496, 3.3008], [-2.0046, 0.8904, 3.3016], [-3.1225, 2.8425, 4.2877], [-1.9992, 5.0401, 4.2989], [0.2546, 5.2676, 3.3195], [1.3760, 3.3169, 2.3376], [1.1739, 1.9482, 0.2522], [1.7825, 1.7950, -0.5077], [-1.2096, -4.4703, 1.7420], [-2.1469, -3.0320, -0.6524], [-3.0408, -0.6850, -2.3722], [-2.1624, -1.8022, -3.4032], [0.6549, 0.6779, -4.0508], [0.7070, -0.7516, -3.0289], [-0.6178, -0.6372, -5.7827], [0.9967, -1.2709, -5.4697], [-0.4082, -2.0887, -4.8002]],
  "forces_ev_per_angstrom": [[0.0869, 0.1291, 0.2001], [-0.1139, 0.0127, -0.1198], [0.1562, -0.1447, 0.0705], [-0.0768, 0.0735, -0.0171], [-0.0308, 0.0639, 0.0252], [-0.0622, 0.3315, -0.2507], [-0.2000, -0.5954, 0.3706], [0.1195, 0.4965, -0.5114], [-0.4773, 0.1300, 0.0944], [-0.7450, 0.0369, -0.6999], [0.4198, -0.6071, 0.7647], [0.2225, -0.2428, -0.1160], [0.0326, 0.2239, -0.1137], [-0.1184, -0.4233, 0.0441], [0.0223, 0.1851, -0.0034], [-0.0726, 0.1349, -0.0214], [-0.0480, 0.2799, 0.1047], [0.5378, -0.4231, -0.3257], [-0.0085, 0.3219, 0.3606], [-0.2268, -0.2113, 0.3695], [-0.0192, 0.3321, -0.3165], [0.5015, -0.4074, -0.4906], [-0.1804, 0.0311, 0.2568], [0.1732, -0.0797, 0.5124], [-0.0801, 0.2095, -0.0686], [-0.0164, 0.0792, -0.0460], [-0.0280, -0.0811, 0.0594], [-0.0074, 0.1224, 0.0275], [-0.0088, 0.0742, 0.0238], [-0.0789, -0.0070, 0.0157], [0.0012, 0.0628, -0.0610], [-0.0184, -0.0800, 0.0230], [-0.0794, -0.0109, 0.0348], [-0.0359, 0.0670, 0.0354], [0.0403, 0.0772, 0.0011], [0.0766, 0.0119, -0.0359], [0.1050, -0.0305, -0.1238], [-0.0611, -0.1358, 0.1272], [-0.1798, 0.0081, -0.1941], [0.4692, 0.1688, 0.2967], [0.0040, -0.0620, -0.0477], [-0.0642, -0.0065, 0.0058], [0.0604, 0.0045, 0.0578], [0.0828, 0.0909, -0.0371], [-0.0745, 0.0044, -0.1391], [0.0522, -0.0761, -0.0965], [-0.0512, -0.1395, -0.0457]],
  "nbo_charge": [-0.610, -0.399, -0.389, 0.221, 0.208, -0.458, 0.104, -0.268, -0.337, 0.314, -0.755, 0.723, -0.601, -0.635, 0.252, 0.265, 0.250, 0.405, -0.484, 0.579, -0.313, 0.674, -0.580, -0.670, 0.447, 0.046, -0.214, -0.213, -0.212, -0.212, -0.202, 0.220, 0.211, 0.210, 0.210, 0.216, -0.652, 0.520, 0.373, 0.269, 0.236, 0.227, 0.209, 0.202, 0.202, 0.214, 0.195],
  "smiles": "[H]/N=c1\\sc(CCCC)nn1[C@]12NC(=O)C(c3ccccc3)=C(O)N1C(=O)CS2",
  "e_homo_ev": -8.26,
  "energy_ev": -54238.6380,
  "relative_energy_kcal_mol": 1.85,
  "homo_lumo_gap_ha": 0.31601
}